a.
Below is a 2-piece molecular cluster, C7H13N3O overall, with properties calculated with ωB97M-V with the def2-TZVPD basis set.

Each atom is followed by the atoms it is bonded to, with distances in Å.
Atoms and positions in Å:
1 C 1.47 1.08 -0.08  N2 1.512, H10 1.189, H11 1.193, H12 1.171
2 N 1.02 -0.23 -0.69  C1 1.512, C3 1.513, H13 1.064
3 C -0.32 -0.13 -1.38  N2 1.513, C4 1.639, H14 1.182, H15 1.194
4 C -1.58 0.28 -0.41  C3 1.639, C5 1.648, C7 1.672, H16 1.194
5 C -2.43 -1.06 0.03  C4 1.648, N6 1.315
6 N -3.01 -2.14 0.51  C5 1.315
7 C -2.55 1.44 -1.13  C4 1.672, C8 1.673, H17 1.180, H18 1.174
8 C -1.98 2.90 -0.55  C7 1.673, N9 1.317
9 N -1.62 3.97 0.13  C8 1.317
10 H 0.90 1.33 0.94  C1 1.189
11 H 2.62 1.07 0.21  C1 1.193
12 H 1.24 1.96 -0.82  C1 1.171
13 H 1.71 -0.40 -1.48  N2 1.064
14 H -0.24 0.58 -2.32  C3 1.182
15 H -0.56 -1.23 -1.79  C3 1.194
16 H -1.22 0.80 0.61  C4 1.194
17 H -3.68 1.29 -0.84  C7 1.180
18 H -2.46 1.44 -2.30  C7 1.174
19 C 2.32 -2.22 1.59  O20 1.416, H21 1.092, H22 1.093, H23 1.093
20 O 1.87 -1.49 2.71  C19 1.416, H24 0.972
21 H 3.10 -1.65 1.08  C19 1.092
22 H 2.74 -3.18 1.93  C19 1.093
23 H 1.49 -2.40 0.90  C19 1.093
24 H 1.18 -2.02 3.14  O20 0.972

Results
LUMO ... 0.24 eV
Gap between HOMO and LUMO ... 9.9 eV
2S+1 ... 1



b.
Below is a 2-piece molecular cluster, C7H13N3O overall, with properties calculated with ωB97M-V with the def2-TZVPD basis set.

Each atom is followed by the atoms it is bonded to, with distances in Å.
Atoms and positions in Å:
1 C -2.05 1.30 0.44  C2 1.535, C3 1.482, H8 1.097, H9 1.086
2 C -1.18 1.89 -0.67  C1 1.535, H10 1.087, H14 1.091, H15 1.096
3 C -1.63 -0.08 0.78  C1 1.482, C4 1.374, N6 1.367
4 C -2.30 -1.26 0.58  C3 1.374, N7 1.365, H11 1.076
5 C -0.50 -1.59 1.80  N6 1.319, N7 1.365, H12 1.073
6 N -0.52 -0.29 1.56  C3 1.367, C5 1.319
7 N -1.58 -2.21 1.24  C4 1.365, C5 1.365, H13 1.012
8 H -1.81 1.88 1.33  C1 1.097
9 H -3.12 1.43 0.31  C1 1.086
10 H -0.56 1.26 -1.30  C2 1.087
11 H -3.06 -1.40 -0.17  C4 1.076
12 H 0.18 -2.10 2.45  C5 1.073
13 H -1.70 -3.21 1.35  N7 1.012
14 H -0.48 2.62 -0.27  C2 1.091
15 H -1.79 2.50 -1.36  C2 1.096
16 C 2.49 0.91 -0.48  C17 1.499, H20 1.098, H21 1.085, H24 1.093
17 C 2.29 -0.19 -1.47  C16 1.499, O18 1.209, N19 1.375
18 O 2.01 -0.05 -2.64  C17 1.209
19 N 2.42 -1.46 -0.95  C17 1.375, H22 0.992, H23 1.012
20 H 3.54 1.17 -0.30  C16 1.098
21 H 1.82 0.82 0.37  C16 1.085
22 H 2.38 -2.22 -1.58  N19 0.992
23 H 2.86 -1.58 -0.04  N19 1.012
24 H 2.29 1.86 -0.98  C16 1.093

Results
LUMO ... 0.75 eV
Gap between HOMO and LUMO ... 9.3 eV
2S+1 ... 1



Looking at the structures above, b is most stable, and the difference to the next one is 667.3 kJ/mol.